The following is a quantum chemistry calculation of C22H37HoO2Si as an isolated structure, from the OMol25 dataset.

```
! wB97M-V def2-TZVPD RIJCOSX def2/J DEFGRID3
* xyz 0 5
O -0.6095 -0.8444 -3.5731
C -1.9991 -1.1281 -3.9998
C -1.6170 -1.5944 -5.3947
H -2.5850 -0.2040 -3.9913
H -2.4616 -1.9192 -3.3968
C -0.1796 -1.3019 -4.8915
H -1.9555 -0.9173 -6.1795
H -1.7972 -2.6497 -5.5712
C 0.5033 -0.2322 -5.7288
H -0.0911 0.6884 -5.7575
H 0.5772 -0.6272 -6.7530
H 1.5168 -0.0354 -5.3665
C 0.6749 -2.5569 -4.8302
H 0.2025 -3.3244 -4.2095
H 1.6824 -2.3246 -4.4633
H 0.7569 -2.9461 -5.8578
Ho 0.9937 0.2546 1.3955
C 2.0806 -1.0840 3.3649
C 0.7420 -0.8527 3.7739
C -0.1261 -1.5454 2.8741
H 0.4340 -0.3358 4.6855
C 0.6931 -2.2376 1.9212
C 2.0596 -1.9216 2.2183
H 2.9375 -2.3375 1.7062
H 2.9565 -0.7252 3.9140
H -1.2114 -1.5915 2.9716
H 0.3389 -2.9620 1.2005
C 2.9415 1.7413 2.1995
C 3.4998 0.7435 1.3544
C 2.9579 0.9193 0.0291
H 4.2758 0.0372 1.6466
C 2.0805 2.0600 0.0756
C 2.0822 2.5719 1.4149
H 1.5918 3.4704 1.7701
H 3.1552 1.8997 3.2657
H 3.2518 0.3679 -0.8598
H 1.5458 2.5229 -0.7631
O -0.5184 0.3320 -0.5225
C -0.0160 -0.9920 -0.9946
C -1.2214 -1.9441 -0.9349
H 0.8258 -1.4018 -0.3624
H 0.3878 -0.8441 -1.9940
C -2.4582 -1.0726 -0.7704
H -1.0514 -2.5770 -0.0692
H -1.2908 -2.5752 -1.8245
C -1.9884 0.2347 -0.1544
H -3.2589 -1.5597 -0.2158
H -2.8602 -0.8089 -1.7455
H -2.0169 0.2375 0.9506
H -2.5041 1.1183 -0.5683
C -1.2647 3.5766 2.3793
Si -0.6973 2.0553 3.3355
C 0.3829 2.6208 4.7785
C -2.2475 1.2724 4.0699
H -0.4687 4.3302 2.2946
H -2.1247 4.0198 2.9056
H -1.5871 3.2852 1.3679
H -0.2260 3.2522 5.4449
H 0.7682 1.7707 5.3605
H 1.2342 3.2132 4.4153
H -2.9355 2.0737 4.3823
H -2.7658 0.6445 3.3302
H -1.9962 0.6601 4.9475
*
```

Computed properties:
⟨S²⟩: 6.01
gap between HOMO and LUMO (alpha / beta): 6.1 / 6.0 eV
LUMO level (alpha / beta): 0.311 / 0.311 eV

---

The following is a quantum chemistry calculation of a single C8H11F2I molecule, from the OMol25 dataset.

```
! wB97M-V def2-TZVPD RIJCOSX def2/J DEFGRID3
* xyz 0 1
C 3.4041 -1.4287 -0.1482
C 1.9676 -1.4077 0.1875
C 1.4163 0.0176 -0.2029
C -0.0460 0.0226 0.1805
C -0.7944 1.3857 0.0912
C -2.2676 1.2146 -0.0574
C -3.4773 0.2331 -0.6507
I -3.8077 -1.8075 -0.4297
C -3.7310 1.5568 0.0093
F -4.2710 1.6822 1.2625
F -4.2693 2.5571 -0.6547
H 3.9469 -0.7568 0.3681
H 3.5227 -1.1181 -1.1478
H 3.7695 -2.3635 -0.0584
H 1.9764 -1.4582 1.3383
H 1.3750 -2.2878 -0.1672
H 1.9106 0.6427 0.4558
H 1.5698 0.5365 -1.2311
H -0.3322 -0.5313 1.2119
H -0.5602 -0.6205 -0.5781
H -0.5728 1.9836 -0.7690
H -0.7293 1.9476 0.9900
*
```

Computed properties:
structure (SMILES): CCCCCC1=C(I)C1(F)F
gap between HOMO and LUMO: 8.2 eV
LUMO level: -0.735 eV

---

The following is a quantum chemistry calculation of C23H26IrN6O4PS as an isolated structure, from the OMol25 dataset.

```
! wB97M-V def2-TZVPD RIJCOSX def2/J DEFGRID3
* xyz 0 1
Ir 0.7169 0.6163 0.0143
O 2.8090 0.6909 0.4166
S 3.1093 1.4829 -0.8624
O 4.3813 2.1249 -0.8638
O 2.9249 0.4727 -1.9353
O 1.9391 2.4394 -0.8709
N 0.9305 1.6961 1.8552
C -0.2831 1.6579 2.6033
C -0.3411 1.8958 3.9476
C -1.5674 1.8232 4.6307
C -2.7113 1.5382 3.9409
C -2.6692 1.2625 2.5549
C -3.8311 0.9106 1.8296
C -3.6961 0.5736 0.5198
C -2.4154 0.5491 -0.0628
N -1.3011 0.8870 0.5484
C -1.4344 1.2843 1.8801
H 1.0798 2.5997 1.3979
H 1.7682 1.4845 2.3883
H 0.5672 2.1442 4.4828
H -1.5927 2.0046 5.6963
H -3.6698 1.4961 4.4423
H -4.7916 0.8992 2.3283
H -4.5369 0.2857 -0.0947
H -2.3277 0.2083 -1.0765
C 0.4293 -1.3535 0.5173
C 0.5673 -1.5273 1.9875
C 1.8267 -1.4850 2.5943
C 1.9469 -1.4702 3.9725
C 0.8036 -1.5164 4.7717
C -0.4564 -1.6066 4.1843
C -0.5635 -1.6078 2.8057
C 0.9151 -1.4463 6.2002
N 1.0038 -1.3666 7.3440
H -0.5430 -1.7386 0.1895
H 1.2134 -1.9223 0.0111
H 2.7116 -1.4170 1.9734
H 2.9235 -1.4183 4.4356
H -1.3386 -1.6610 4.8083
H -1.5452 -1.6734 2.3490
C -0.6631 0.3708 -5.0668
N 0.7437 0.6640 -4.8749
C 1.5147 -0.5612 -5.0933
N 1.0655 -1.7033 -4.2900
C -0.3599 -1.9020 -4.4911
N -1.1533 -0.7114 -4.2120
C -0.9776 -0.3430 -2.7923
P 0.7740 0.0750 -2.2238
C 1.0353 1.2942 -3.5907
C 1.4175 -1.5296 -2.8836
H -0.8127 0.0776 -6.1088
H -1.2464 1.2745 -4.8748
H 2.5667 -0.3638 -4.8855
H 1.4125 -0.8375 -6.1456
H -0.7052 -2.7188 -3.8533
H -0.5162 -2.1877 -5.5343
H -1.3877 -1.1633 -2.1898
H -1.5733 0.5584 -2.6268
H 2.0548 1.6596 -3.6089
H 0.3712 2.1465 -3.4297
H 0.9884 -2.3444 -2.2940
H 2.4994 -1.5715 -2.7854
*
```

Computed properties:
gap between HOMO and LUMO: 6.9 eV
energy relative to the best compared isomer or geometry (same formula, charge and spin): 114.2 kJ/mol
LUMO level: -1.262 eV

---

The following is a quantum chemistry calculation of a 2-piece molecular cluster, C4H8O4S2 overall, from the OMol25 dataset.

```
! wB97M-V def2-TZVPD RIJCOSX def2/J DEFGRID3
* xyz 0 1
C 0.8046 0.6253 0.7782
C 0.4119 1.7662 -0.1462
C -0.7642 -1.0019 -0.3044
C 0.5527 -0.8725 0.2308
H 2.3194 -0.1075 -0.0028
H 0.2614 0.9630 1.7879
H 0.8500 2.5875 0.4092
H 0.9232 1.4999 -1.1498
H -1.1265 -2.1437 -0.1313
H -0.8888 -0.8799 -1.4242
H 0.9801 -1.6946 0.9210
H 1.0794 -2.0055 -1.8461
O 2.2553 0.6872 0.7993
O -2.2095 -0.1366 1.7164
O -3.3395 -0.3417 -0.5046
O 1.5080 -0.8334 -0.8819
S -1.4286 1.9021 -0.4777
S -2.1891 -0.0137 0.2263
*
```

Computed properties:
gap between HOMO and LUMO: 7.5 eV
energy relative to the best compared isomer or geometry (same formula, charge and spin): 590.1 kJ/mol
LUMO level: -2.325 eV

---

Computed values of max |F| (unit: eV/A) for the preceding records, in sequence: 2.5; 8.4; 1.4; 6.7.